No. 1
C4H7N | ωB97M-V/def2-TZVPD

Structure (XYZ):
```
12
Properties=species:S:1:pos:R:3:forces:R:3:lowdin_charge:R:1
C 0.8396 1.1279 -0.1707 0.1 -1.1 -0.1 -0.068
C 0.1305 -0.1559 0.3512 -0.3 0.5 0.2 -0.497
C -1.3307 -0.1418 0.0499 2.2 0.0 0.4 -0.118
C -2.4940 -0.0799 -0.1692 -2.9 0.4 -0.2 0.094
H 0.7947 0.9850 -1.2697 0.1 0.8 0.5 0.089
H 1.9048 1.1042 0.1471 -0.6 0.0 -0.2 0.076
H 0.3935 2.0517 0.2077 -0.1 -0.2 -0.3 0.076
H 0.2365 -0.2226 1.4398 -0.1 0.2 0.1 0.126
H 1.8023 -1.2147 -0.1364 -0.9 0.1 -0.2 0.076
H 0.5277 -2.2289 0.1247 0.1 2.0 -0.8 0.108
H -3.5850 0.0536 -0.2714 1.5 -0.3 0.0 0.046
N 0.7800 -1.2786 -0.3028 0.9 -2.3 0.6 -0.009
```
Forces are in eV/Å.

Values from the calculation:
Multiplicity: 1
SMILES string: C#C[C@H](C)N
Charge: 0



No. 2
C4H7N | ωB97M-V/def2-TZVPD

Structure (XYZ):
```
12
Properties=species:S:1:pos:R:3:forces:R:3:lowdin_charge:R:1
C 0.1380 -0.9508 0.0033 -1.7 -3.3 5.7 -0.326
C 0.1481 0.2106 1.0599 -0.4 1.4 -2.5 -0.229
C 0.6823 1.2497 0.2059 -1.2 4.8 -0.4 -0.234
C 0.6060 2.3505 -0.3426 0.2 0.5 -2.3 0.071
H -0.4875 -1.5142 -1.7170 0.7 -1.5 -2.5 0.031
H -1.7664 -1.2483 -0.8382 -0.6 -0.2 0.8 0.070
H 1.1618 -1.2270 -0.3590 -1.0 0.6 0.4 0.131
H -0.2022 -1.7203 0.9069 1.1 0.2 -2.5 0.133
H -0.8712 0.5981 1.5171 2.1 -1.4 -0.9 0.165
H 0.9263 -0.0007 1.7475 0.2 -0.6 1.3 0.085
H 0.4993 3.2194 -1.1670 0.6 -2.6 2.7 0.086
N -0.8345 -0.9670 -1.0170 0.1 2.2 0.2 0.015
```
Forces are in eV/Å.

Values from the calculation:
Multiplicity: 1
SMILES string: C#CCCN
Charge: 0



No. 3
C4H7N2 | ωB97M-V/def2-TZVPD

Structure (XYZ):
```
13
Properties=species:S:1:pos:R:3:forces:R:3:lowdin_charge:R:1
C -1.5929 -0.6439 0.0442 -1.0 -2.2 -1.6 -0.017
C 1.0537 0.1170 0.2901 1.3 2.8 -2.7 -0.037
C -0.0577 0.9650 0.9500 2.7 1.3 -0.9 -0.069
C 0.0548 -0.1688 -0.9226 0.1 -0.8 -3.8 -0.114
N -0.9243 0.4544 -0.0701 -1.5 3.2 -0.5 -0.027
N -0.9411 -1.3278 -0.8958 1.4 4.4 2.5 0.199
H -2.4247 -0.9083 0.6568 -0.3 -0.2 0.5 0.170
H 1.9995 0.6460 -0.0448 -1.3 -0.4 0.3 0.147
H 1.3856 -0.6926 0.8061 0.5 -2.6 1.4 0.083
H -0.2412 0.6700 1.9194 -0.9 -0.6 2.0 0.108
H 0.1309 2.0442 0.9266 -0.4 -0.3 -0.3 0.143
H 0.2550 0.2143 -2.6313 -0.4 -0.7 4.6 0.310
H -0.9944 -2.2055 -1.2136 -0.3 -3.9 -1.7 0.105
```
Forces are in eV/Å.

Values from the calculation:
Multiplicity: 1
Charge: +1



No. 4
C4H7N2 | ωB97M-V/def2-TZVPD

Structure (XYZ):
```
13
Properties=species:S:1:pos:R:3:forces:R:3:lowdin_charge:R:1
C -0.8220 -0.3274 -0.4972 2.7 -0.1 0.9 -0.003
C 0.4575 -0.2605 0.5828 -3.2 -2.2 -2.9 -0.120
C -1.6093 -1.0302 -1.3720 -0.6 -1.1 1.9 -0.146
C 0.6951 0.9086 1.3454 -1.7 3.2 1.6 -0.076
N -2.6393 -1.4504 -1.8152 1.3 0.5 0.8 0.238
N 1.7312 0.6098 0.3183 -1.0 -1.3 1.7 0.180
H -0.8525 0.6059 -0.9465 -0.1 2.4 -0.4 0.051
H 1.0071 0.8535 2.3878 0.4 -0.4 -0.3 0.138
H -0.0216 1.8156 1.3086 1.6 -1.3 -0.9 0.181
H -3.1058 -1.9357 -2.5565 0.4 0.0 -0.4 0.109
H 2.6052 0.2227 0.6302 0.3 -0.1 0.3 0.169
H 1.8247 1.1371 -0.4907 -0.2 1.3 -1.9 0.143
H 0.7298 -1.1492 1.1050 0.2 -0.8 -0.2 0.137
```
Forces are in eV/Å.

Values from the calculation:
Multiplicity: 1
SMILES string: N=C=C[C@@H]1C[NH2+]1
Charge: +1



Energy above the lowest of the compared OMol25 structures with the same formula, charge and spin / kcal per mole: 46.9 90.7 155.8 117.0
Molecular weight / g/mol: 69.11 69.11 83.11 83.11
Energy / a.u.: -211.28589 -211.21617 -265.66022 -265.72207